This record from OMol25 describes 7 unconnected molecules or ions with the total composition C56H72F15N7O13 at a distorted geometry. The level of theory is wB97M-V/def2-TZVPD.

The geometry in ORCA input format:
```
! RIJCOSX wB97M-V def2-TZVPD def2/J DEFGRID3
* xyz 0 1
C 0.4804 0.7764 -6.7641
N 0.4434 1.3731 -5.4681
C -0.2242 2.5167 -5.2552
C -0.0960 3.2578 -4.0981
C 0.8898 3.0202 -3.1077
C 1.6167 1.9097 -3.3112
C 1.5011 1.0369 -4.4768
C 1.2610 3.9238 -1.9703
C 1.5426 5.2396 -2.4019
C 1.7361 6.2294 -1.4233
N 1.7109 5.9169 -0.0984
C 1.5612 4.7105 0.3462
C 1.2183 3.6525 -0.5552
C 1.8792 6.9681 0.8458
H -0.4359 0.9677 -7.2821
H 0.6410 -0.2980 -6.7344
H 1.3048 1.1726 -7.3504
H -0.7917 2.9211 -6.0790
H -0.6540 4.2284 -3.9928
H 2.5120 1.5806 -2.7353
H 1.2448 0.0023 -4.3031
H 1.4501 5.5037 -3.3671
H 1.7105 7.2792 -1.6278
H 1.8118 4.7218 1.4182
H 0.9443 2.6510 -0.2097
H 1.4194 7.8471 0.4021
H 2.8689 7.2739 1.1102
H 1.3751 6.6969 1.8182
C -3.7316 4.8406 3.7584
N -3.9331 3.6531 2.9462
C -3.4751 3.5514 1.6296
C -3.8311 2.5126 0.8191
C -4.7543 1.5280 1.2734
C -5.2440 1.6753 2.5305
C -4.8428 2.7314 3.3308
C -5.1634 0.4255 0.4200
C -5.2228 0.6095 -0.9852
C -5.2097 -0.5580 -1.7563
N -5.2042 -1.8157 -1.2016
C -5.3552 -2.0927 0.2630
C -5.1648 -0.7932 0.9955
C -4.9695 -2.9107 -2.1104
H -2.7076 5.2707 3.5985
H -3.7820 4.5451 4.8449
H -4.4939 5.5648 3.4407
H -2.7421 4.2897 1.4445
H -3.3695 2.6409 -0.1654
H -5.8175 0.8764 2.9869
H -5.3222 2.7722 4.3406
H -5.2070 1.5263 -1.5086
H -5.1578 -0.6062 -2.8279
H -4.5229 -2.7124 0.5227
H -4.9134 -0.8652 2.0591
H -5.6772 -2.7313 -2.9549
H -5.0759 -3.8643 -1.6758
H -3.9811 -2.7949 -2.5052
C 6.7010 2.8437 -1.7025
N 5.7541 1.9663 -1.0072
C 5.2762 0.7620 -1.6272
C 4.2290 0.0840 -1.1693
C 3.4117 0.4490 -0.0979
C 3.9507 1.6953 0.5003
C 4.9496 2.4223 0.0413
C 2.2178 -0.0081 0.3125
C 1.7121 0.0768 1.6616
C 0.3788 -0.1975 1.8125
N -0.4695 -0.4141 0.7567
C 0.0373 -0.6662 -0.5053
C 1.2899 -0.4655 -0.6824
C -1.8953 -0.5753 0.9732
H 6.7331 2.6787 -2.8137
H 7.6580 2.4678 -1.2497
H 6.6681 3.8987 -1.4938
H 5.9766 0.5250 -2.4703
H 4.2213 -0.8462 -1.7681
H 3.3669 2.1304 1.3014
H 5.1513 3.3696 0.4365
H 2.2738 0.4572 2.4704
H -0.1826 -0.1325 2.7417
H 3.1668 -3.4000 -1.0973
H 1.5521 -0.6923 -1.7067
H -2.1613 0.4907 1.0720
H -2.2324 -1.1159 1.8750
H -2.4461 -0.9307 0.0529
C 3.1840 -0.0279 -5.8515
O 3.6296 -0.9051 -4.8961
O 2.7878 1.1700 -5.2274
C 4.4203 0.3670 -6.7775
F 5.4503 0.7955 -6.0220
F 4.7981 -0.6092 -7.5768
F 4.1078 1.3074 -7.7819
C 2.8339 -2.0061 -4.4831
C 1.9272 -2.7498 -5.4583
H 1.2184 -2.1256 -6.0007
H 2.3839 -3.3117 -6.2539
H 1.2516 -3.5237 -5.0473
H 2.1387 -1.6916 -3.6325
H 3.4559 -2.6392 -3.9590
H 2.4947 -0.5637 -6.4892
C 3.9028 -5.1114 -0.9927
O 5.2732 -4.7654 -0.6407
O 3.2541 -4.1012 -1.7364
C 3.8993 -6.5226 -1.7434
F 2.7210 -6.7350 -2.3456
F 4.8069 -6.5702 -2.6665
F 4.1320 -7.4946 -0.8760
C 5.3824 -4.1085 0.7313
C 5.0788 -2.5759 0.5579
H 5.4798 -2.3375 -0.4267
H 4.0587 -2.3014 0.6790
H 5.5929 -1.9643 1.3040
H 6.4317 -4.1623 1.1116
H 4.7276 -4.5931 1.4376
H 3.3806 -5.2045 -0.0577
C -6.6004 -3.5222 1.7025
O -6.4360 -4.9107 1.6533
O -6.4290 -2.9842 0.4378
C -7.9659 -3.2802 2.0918
F -8.9634 -3.8176 1.3830
F -8.1794 -3.6182 3.3795
F -8.2222 -1.8477 1.9641
C -5.2453 -5.6027 2.2900
C -5.7619 -6.9225 2.8872
H -6.3262 -6.7250 3.7930
H -6.3426 -7.5351 2.2078
H -4.8611 -7.5382 3.1619
H -4.9081 -5.0269 3.0985
H -4.4776 -5.8309 1.5477
H -5.9496 -3.0892 2.5614
C -3.1655 -2.8019 3.8774
O -3.0819 -4.0670 4.4380
O -3.7034 -2.6767 2.7119
C -4.0528 -2.0143 4.9281
F -3.2044 -1.7716 5.9353
F -4.4831 -0.9007 4.3493
F -5.1463 -2.6267 5.3911
C -1.8417 -4.7141 4.3448
C -1.4909 -5.2400 2.9692
H -0.6853 -5.8854 2.9872
H -2.3785 -5.7645 2.6313
H -1.2818 -4.3748 2.3181
H -1.9290 -5.5305 5.0708
H -1.0213 -4.0641 4.7140
H -2.1942 -2.3834 3.8619
C 2.6275 4.0102 3.7760
O 3.1233 2.6935 3.6532
O 3.0170 4.7943 2.7824
C 1.0929 3.9451 3.8393
F 0.5568 3.1211 2.9052
F 0.6159 3.3547 5.0221
F 0.5565 5.1424 3.8538
C 4.5975 2.7599 3.7489
C 5.3715 1.4367 3.9330
H 5.3525 0.7938 3.0071
H 6.3971 1.6828 4.2520
H 4.9035 0.8492 4.7448
H 4.7990 3.4206 4.5795
H 4.9642 3.2529 2.8503
H 2.8941 4.2502 4.8534
N -2.0269 4.8562 -1.2086
O -1.5449 4.9325 -2.3258
O -3.0471 4.1616 -1.0358
O -1.4646 5.4483 -0.2555
*
```

Calculated values
Electronic energy ... -5035.8739 Eh
Energy relative to the best compared isomer or geometry (same formula, charge and spin) ... 0.0000 eV

Atom charges from the Löwdin analysis, given in e for atoms 1 to 6: -0.03, -0.09, -0.06, -0.04, -0.18, 0.02